{"formula": "C20H17N3", "method": "ωB97M-V/def2-TZVPD", "species": ["N", "N", "N", "C", "C", "C", "C", "C", "C", "C", "C", "C", "C", "C", "C", "C", "C", "C", "C", "C", "C", "C", "C", "H", "H", "H", "H", "H", "H", "H", "H", "H", "H", "H", "H", "H", "H", "H", "H", "H"], "positions_angstrom": [[1.241, 2.565, 0.826], [2.766, 1.224, -0.219], [3.093, 1.055, -1.536], [1.445, 1.453, 0.120], [0.417, 0.476, -0.103], [-1.091, -4.250, -0.799], [2.592, 0.068, -2.254], [-0.069, -2.405, 1.076], [-1.077, 1.995, 1.075], [0.738, -0.841, -0.771], [3.036, -0.122, -3.671], [-2.438, 3.543, 2.423], [-2.099, -0.003, -0.073], [-0.446, -3.075, -1.199], [-0.708, -3.610, 1.488], [-1.228, -4.529, 0.563], [-0.065, 3.998, 2.100], [0.035, 2.834, 1.326], [1.735, -0.982, -1.694], [-0.883, 0.824, 0.353], [0.057, -2.116, -0.297], [-1.328, 4.393, 2.595], [-2.264, 2.348, 1.709], [-3.052, 0.539, -0.202], [0.336, -1.716, 1.839], [-3.095, 1.654, 1.599], [-3.411, 3.800, 2.824], [3.674, -0.984, -3.685], [-0.371, -2.879, -2.287], [-1.731, -5.471, 0.872], [-2.253, -0.810, 0.703], [-0.751, -3.834, 2.559], [0.801, 4.618, 2.265], [3.636, 0.749, -4.023], [-1.490, -4.943, -1.536], [3.389, 1.825, 0.328], [-1.324, 5.305, 3.164], [-1.899, -0.472, -1.052], [1.889, -1.950, -2.077], [2.192, -0.275, -4.329]], "relative_energy_kcal_mol": 0.4, "gap_ev": 7.53, "smiles": "CC1=NNc2nc3ccccc3c(C)c2C(c2ccccc2)=C1", "total_energy_ha": -936.55772, "homo_energy_ev": -7.70}



{"formula": "C20H17N3O3", "method": "ωB97M-V/def2-TZVPD", "species": ["O", "O", "O", "N", "N", "N", "C", "C", "C", "C", "C", "C", "C", "C", "C", "C", "C", "C", "C", "C", "C", "C", "C", "C", "C", "C", "H", "H", "H", "H", "H", "H", "H", "H", "H", "H", "H", "H", "H", "H", "H", "H", "H"], "positions_angstrom": [[-2.224, 0.711, 0.624], [3.598, -2.238, 1.041], [-0.737, -1.608, 1.778], [1.087, 1.970, 0.962], [1.481, -3.026, 0.822], [1.083, -0.225, 1.818], [1.669, 0.957, 1.496], [2.028, -3.045, -1.587], [-3.512, 3.760, -0.925], [-1.244, -1.246, -2.252], [-3.567, 2.475, -0.423], [1.015, -1.954, -1.803], [0.487, 0.389, -2.010], [-0.322, -2.254, -2.034], [-0.233, 1.812, 0.706], [-2.330, 4.503, -0.914], [-2.394, 1.947, 0.095], [-1.193, 2.691, 0.114], [-0.268, -0.505, 1.545], [1.868, -1.283, 2.427], [-0.922, 0.636, 0.987], [1.736, -3.872, -0.325], [-1.163, 3.986, -0.397], [1.404, -0.621, -1.776], [2.426, -2.235, 1.347], [-0.840, 0.078, -2.254], [-0.643, -3.285, -2.055], [-1.555, 0.866, -2.444], [2.040, -3.720, -2.446], [2.438, -0.371, -1.581], [2.703, -0.845, 2.975], [0.810, 1.420, -2.003], [-2.280, -1.494, -2.429], [-2.338, 5.503, -1.321], [3.019, -2.602, -1.485], [2.724, 1.039, 1.717], [-0.244, 4.550, -0.384], [-4.406, 4.201, -1.340], [2.603, -4.503, -0.108], [-4.476, 1.895, -0.431], [0.517, -2.862, 1.095], [0.860, -4.505, -0.466], [1.217, -1.840, 3.106]], "relative_energy_kcal_mol": 0.0, "gap_ev": 8.72, "smiles": "O=C(Cn1cnc2c(oc3ccccc32)c1=O)NCCc1ccccc1", "total_energy_ha": -1162.39088, "homo_energy_ev": -8.70}



{"formula": "C20H17N6O4S3Ti", "method": "ωB97M-V/def2-TZVPD", "species": ["Ti", "S", "S", "S", "O", "O", "O", "O", "N", "N", "N", "N", "N", "N", "C", "C", "C", "C", "C", "C", "C", "C", "C", "C", "C", "C", "C", "C", "C", "C", "C", "C", "C", "C", "H", "H", "H", "H", "H", "H", "H", "H", "H", "H", "H", "H", "H", "H", "H", "H", "H"], "positions_angstrom": [[-0.185, 0.765, 0.904], [-3.168, 1.031, 1.990], [-2.346, 1.469, -0.598], [-0.472, -1.918, -1.316], [-0.437, 0.005, 2.587], [-0.805, -1.645, -2.691], [-1.496, -2.305, -0.394], [0.968, 0.330, 2.327], [-6.829, 1.953, 1.898], [0.334, -0.701, -0.641], [-0.353, 2.868, 1.688], [-5.574, 2.703, -2.248], [-0.982, 3.983, 3.466], [1.165, 1.359, -0.805], [1.786, -0.110, -2.587], [3.542, -6.467, -1.310], [2.568, -5.320, -1.330], [-3.683, 1.527, 0.463], [0.982, -3.927, -2.507], [-0.327, 2.907, 3.002], [-1.465, 4.672, 2.370], [-1.069, 3.966, 1.280], [1.384, -3.565, -0.161], [-5.291, 2.342, -1.190], [2.576, 0.886, -3.111], [-1.282, 4.258, 4.855], [1.946, 2.303, -1.313], [2.299, -4.601, -0.164], [1.098, 0.152, -1.394], [-5.994, 1.931, 1.104], [1.903, -4.968, -2.496], [2.679, 2.119, -2.470], [0.728, -3.232, -1.339], [-4.966, 1.907, 0.124], [1.959, 3.240, -0.767], [3.300, 2.910, -2.863], [0.123, 2.147, 3.623], [4.412, -6.234, -0.694], [1.687, -1.072, -3.067], [2.106, -5.514, -3.411], [3.889, -6.707, -2.315], [-1.310, 5.334, 5.016], [-0.502, 3.829, 5.480], [3.077, -7.364, -0.895], [1.179, -3.001, 0.742], [0.458, -3.644, -3.411], [3.126, 0.707, -4.028], [-2.242, 3.826, 5.135], [-1.269, 4.153, 0.239], [2.817, -4.859, 0.753], [-2.044, 5.572, 2.472]], "relative_energy_kcal_mol": 18.0, "gap_ev": [6.39, 5.89], "total_charge": -1, "multiplicity": 3, "s2": 2.008, "total_energy_ha": -3445.93719, "homo_energy_ev": [-3.97, -5.22]}



{"formula": "C20H17N7O4S2", "method": "ωB97M-V/def2-TZVPD", "species": ["S", "S", "O", "O", "O", "O", "N", "N", "N", "N", "N", "N", "N", "C", "C", "C", "C", "C", "C", "C", "C", "C", "C", "C", "C", "C", "C", "C", "C", "C", "C", "C", "C", "H", "H", "H", "H", "H", "H", "H", "H", "H", "H", "H", "H", "H", "H", "H", "H", "H"], "positions_angstrom": [[4.458, 4.203, 3.984], [-1.899, 0.987, 0.768], [4.862, 6.038, 1.982], [1.280, 5.336, 0.632], [2.290, 2.014, 1.709], [5.932, 1.868, 1.264], [1.470, 2.037, 3.759], [5.092, 3.918, 1.419], [1.215, 3.388, -0.516], [0.071, 0.839, -0.939], [-4.329, -5.721, -0.191], [-3.828, -4.505, 0.148], [0.444, 2.361, 2.913], [-1.804, -0.443, -0.187], [-0.460, -1.375, -1.929], [-0.720, -0.330, -1.060], [4.992, 2.547, 3.401], [-4.022, -3.978, 1.464], [4.705, 4.867, 2.306], [1.710, 4.656, -0.308], [2.733, 5.158, -1.249], [0.247, 2.823, 0.465], [3.892, 1.530, 3.638], [-2.335, -2.704, -0.962], [-0.454, 1.597, -0.031], [-3.155, -4.868, -1.884], [-3.974, -5.929, -1.439], [-1.276, -2.542, -1.908], [-2.592, -1.614, -0.079], [5.382, 2.691, 1.946], [2.517, 1.853, 3.033], [0.977, 2.343, 1.719], [-3.107, -3.953, -0.898], [-3.085, -3.599, 1.884], [-1.076, -3.333, -2.624], [-2.736, -4.787, -2.860], [-4.795, -3.197, 1.486], [5.457, 4.226, 0.537], [3.724, 4.769, -0.987], [5.920, 2.303, 3.954], [-3.375, -1.619, 0.648], [1.543, 2.785, -1.284], [2.475, 4.917, -2.270], [-4.379, -4.789, 2.087], [-4.306, -6.781, -1.991], [0.387, -1.284, -2.630], [-0.526, 3.570, 0.779], [4.280, 0.563, 3.231], [3.827, 1.372, 4.733], [2.812, 6.249, -1.202]], "relative_energy_kcal_mol": 0.0, "gap_ev": 8.66, "smiles": "CC(=O)N[C@H](c1nnc(C[C@@H]2SC(=O)NC2=O)o1)c1nc2ccc(-c3ccnn3C)cc2s1", "total_energy_ha": -2253.00156, "homo_energy_ev": -8.66}



{"formula": "C20H18AgAsO", "method": "ωB97M-V/def2-TZVPD", "species": ["Ag", "As", "O", "C", "C", "C", "C", "C", "C", "C", "C", "C", "C", "C", "C", "C", "C", "C", "C", "C", "C", "C", "C", "H", "H", "H", "H", "H", "H", "H", "H", "H", "H", "H", "H", "H", "H", "H", "H", "H", "H"], "positions_angstrom": [[-0.344, -0.127, -0.521], [-2.064, 0.242, 1.340], [1.551, 0.539, -2.664], [-2.619, -3.793, 2.387], [-1.219, -1.630, 3.409], [-2.030, -1.456, 2.295], [-6.640, 1.089, 0.514], [-4.637, -0.168, 0.099], [1.321, -0.300, -1.815], [-2.185, 1.412, 4.001], [-0.615, 2.430, 2.486], [-4.616, 1.622, 1.697], [-1.115, -2.875, 4.012], [-1.819, -3.957, 3.508], [-0.247, 3.332, 3.477], [-2.715, -2.552, 1.778], [-5.977, 0.073, -0.156], [-0.846, 3.271, 4.724], [-1.582, 1.467, 2.746], [-5.955, 1.868, 1.432], [-1.817, 2.312, 4.986], [-3.951, 0.589, 1.044], [2.280, -1.475, -1.673], [3.072, -1.452, -2.424], [0.509, 4.077, 3.270], [-6.498, -0.527, -0.890], [-4.095, 2.242, 2.414], [-0.651, -0.800, 3.812], [-3.163, -4.634, 1.979], [-0.558, 3.971, 5.497], [-2.942, 0.664, 4.207], [-3.331, -2.453, 0.893], [-1.739, -4.926, 3.982], [-2.284, 2.265, 5.961], [1.712, -2.405, -1.742], [2.712, -1.446, -0.668], [-0.139, 2.471, 1.512], [-7.685, 1.281, 0.310], [-4.125, -0.940, -0.465], [-6.461, 2.673, 1.948], [-0.479, -2.996, 4.879]], "gap_ev": 7.14, "total_energy_ha": -3230.84335, "homo_energy_ev": -6.70}



no.,maximum force (Eh/bohr)
1,0.0563
2,0.0276
3,0.0114
4,0.0725
5,0.0083